*a*
Density functional theory data (the ωB97M-V functional and the def2-TZVPD basis) for a cluster of 3 separate species, C7H21NO2 in total.

Element x y z (Å)
C -1.23998 -3.40179 0.19334
C -1.00750 -1.92703 0.53875
C 0.46485 -1.55449 0.23828
C 0.86247 -0.19182 0.84408
C 1.04168 0.99306 -0.14248
N 0.00785 2.01358 -0.03725
C 0.26426 3.17786 -0.85470
C -1.32889 1.51818 -0.27714
H -0.49563 -3.73506 -0.53462
H -1.24227 -4.02442 1.09088
H -2.16519 -3.65907 -0.33530
H -1.59568 -1.41024 -0.22046
H -1.27502 -1.62073 1.54493
H 1.09648 -2.32068 0.59971
H 0.51734 -1.50186 -0.84448
H 0.13041 0.09243 1.59871
H 1.80910 -0.31785 1.35509
H 1.09650 0.52557 -1.13471
H 1.97138 1.50617 0.08949
H 1.31807 3.38702 -0.93415
H -0.12346 4.05315 -0.34156
H -0.10903 3.21282 -1.88370
H -1.48700 1.11868 -1.29166
H -2.03926 2.32984 -0.13620
H -1.58680 0.74412 0.42973
O 2.09577 -1.53142 -2.74312
H 1.21135 -1.92420 -2.75629
H 2.55080 -2.05926 -2.07386
O -0.52536 2.22096 2.98502
H 0.34450 1.79975 2.98608
H -0.56174 2.48674 2.04759

Results
E_HOMO (eV): -8.83
E_LUMO (eV): 0.69
Structure (SMILES): CCCCCN(C)C.O.O

Formally, the Löwdin partial charges of the atoms, in units of the elementary charge, are as follows: -0.1143, -0.2517, -0.2092, -0.1675, -0.1884, -0.2951, -0.1073, -0.1018, 0.0655, 0.0707, 0.0671, 0.0915, 0.1081, 0.0939, 0.0709, 0.0812, 0.1018, 0.1092, 0.1137, 0.0757, 0.0827, 0.0868, 0.0958, 0.0913, 0.0627, -0.0639, 0.0307, 0.0405, -0.0743, 0.0250, 0.0089



*b*
Density functional theory data (the ωB97M-V functional and the def2-TZVPD basis) for a cluster of 3 separate species, C7H21NO2 in total.

Element x y z (Å)
C -2.23255 -1.87751 -1.62313
C -1.19250 -0.76369 -1.76655
C -1.34944 0.35997 -0.73539
C -0.89461 -0.07251 0.65135
C 0.61019 -0.31352 0.79142
N 1.33287 0.98797 0.69111
C 2.02088 1.29216 1.94481
C 2.24515 1.01309 -0.45484
H -2.17559 -2.41570 -0.65845
H -3.23223 -1.46432 -1.69658
H -2.16562 -2.68258 -2.46761
H -0.21190 -1.19192 -1.77242
H -1.24786 -0.33359 -2.81436
H -0.73528 1.25979 -1.07536
H -2.40598 0.67897 -0.74089
H -1.21448 0.69365 1.40195
H -1.41992 -1.02067 0.98735
H 0.94858 -1.03204 -0.06293
H 0.84373 -0.78173 1.75693
H 1.26268 1.44597 2.77378
H 2.54535 2.24935 1.85919
H 2.78139 0.60230 2.28665
H 3.04289 0.27549 -0.43233
H 2.69015 2.00917 -0.55167
H 1.66413 0.83304 -1.42846
O -0.17084 -3.49045 0.69847
H -0.14009 -3.08197 1.59339
H -0.33714 -2.76960 0.10543
O -0.21783 3.47750 -0.01011
H -0.93649 3.42762 0.56190
H 0.29233 2.68574 0.18735

Results
E_HOMO (eV): -9.26
E_LUMO (eV): 0.70
Structure (SMILES): CCCCCN(C)C.O.O

Formally, the Löwdin partial charges of the atoms, in units of the elementary charge, are as follows: -0.1182, -0.2837, -0.2189, -0.2087, -0.2150, -0.2942, -0.1098, -0.1028, 0.0534, 0.0625, 0.1093, 0.0725, 0.1243, 0.1091, 0.1169, 0.1181, 0.1107, 0.1286, 0.1083, 0.1064, 0.0826, 0.0752, 0.0785, 0.0856, 0.1072, -0.0546, 0.0559, -0.0353, -0.0406, -0.0053, -0.0180



It is *b* that is most stable; the runner-up trails by 15.1 kJ/mol.



*a*
Density functional theory data (the ωB97M-V functional and the def2-TZVPD basis) for a cluster of 2 separate species, C6H14P2 in total.

Element x y z (Å)
C -0.32111 -1.50031 -4.39979
C -2.39148 -0.60102 -3.33481
C 0.27100 0.48727 3.10640
C 1.71063 2.65825 3.03539
C -0.81250 -0.85914 -3.35065
C 1.02312 1.59460 2.22937
P 1.46288 0.71531 -0.81571
P 2.35153 1.10684 0.96477
H 0.04644 0.66398 -0.44371
H 0.65614 -1.85245 -4.46928
H -0.95103 -1.94907 -5.21298
H -2.90386 -1.45299 -2.80773
H -2.52919 0.41205 -2.95890
H -2.61380 -0.56649 -4.38768
H -0.57684 0.77734 3.63708
H 0.94029 -0.00326 3.81911
H -0.00734 -0.22921 2.36342
H 2.45580 2.44614 3.68028
H 2.01870 3.49996 2.49842
H 0.85152 2.99545 3.63624
H -0.13279 -0.42941 -2.66978
H 0.20431 2.12319 1.51596

Results
E_HOMO (eV): -9.29
E_LUMO (eV): -0.74

Formally, the Löwdin partial charges of the atoms, in units of the elementary charge, are as follows: -0.0378, -0.0888, -0.1002, -0.2141, -0.2116, -0.7066, 0.3614, 0.4948, -0.1775, 0.0214, 0.0743, 0.0828, 0.0530, 0.0436, 0.0429, 0.0737, 0.0415, 0.0326, 0.0460, 0.0890, -0.0338, 0.1133



*b*
Density functional theory data (the ωB97M-V functional and the def2-TZVPD basis) for the molecule C6H14P2.

Element x y z (Å)
C 1.53922 2.10049 -1.01915
P 0.09720 1.22192 -0.60836
C -1.31552 2.16591 -1.19246
C 0.36690 -0.15157 -1.85208
C -0.72968 0.53585 0.88781
P 0.03477 -0.69456 1.69057
C -1.38049 -1.74184 2.21575
C 1.34560 -1.92244 1.20554
H 2.36281 1.63703 -0.35491
H 1.23117 3.07310 -0.66664
H -1.88397 2.59738 -0.46562
H -1.92997 1.48819 -1.91860
H -0.93242 3.17318 -1.70996
H -0.51448 -0.72114 -1.95639
H 1.19990 -0.74897 -1.44355
H 0.75523 0.45452 -2.60643
H -1.44386 -2.02389 3.20982
H -1.10045 -2.65683 1.71652
H -2.36150 -1.28714 1.95850
H 1.52727 -2.92225 1.73527
H 2.18329 -1.28101 0.95833
H 0.94899 -2.29595 0.21604

Results
E_HOMO (eV): -7.24
E_LUMO (eV): -0.84
Structure (SMILES): C=P(C)(C)C#P(C)C

Formally, the Löwdin partial charges of the atoms, in units of the elementary charge, are as follows: -0.3046, 0.5615, -0.2567, -0.2095, -0.4004, 0.7858, -0.2675, -0.2759, -0.0045, -0.0629, -0.0200, 0.0846, 0.0957, 0.0232, 0.0319, 0.0069, 0.0000, 0.0239, 0.0568, 0.0758, 0.0174, 0.0385



It is *a* that is most stable; the runner-up trails by 276.1 kJ/mol.



*a*
Density functional theory data (the ωB97M-V functional and the def2-TZVPD basis) for a cluster of 2 separate species, C9H14 in total.

Element x y z (Å)
C 3.01356 0.90188 -2.16591
C -0.18810 -1.11288 -1.66194
C -0.13704 -1.26421 -0.24366
C 0.79757 -0.29852 -2.22496
C 1.86197 0.21091 -1.52658
C 0.89414 -0.78440 0.55008
C 1.88914 -0.00473 -0.08516
H -1.02017 -1.54222 -2.19896
H -0.99595 -1.78135 0.18962
H 0.81668 -0.03249 -3.28841
H 0.86454 -1.06645 1.59333
H 3.87892 0.21834 -2.24127
H 3.42061 1.73110 -1.57029
H 2.63533 0.57570 0.45509
H 2.67893 1.32752 -3.11604
C -3.00095 -0.23301 2.38468
C -2.07231 0.92973 2.01059
H -2.64403 -1.17197 1.95781
H -3.27066 -0.29559 3.42943
H -3.92364 -0.06911 1.81904
H -1.40461 1.09644 2.86764
H -2.62131 1.86585 1.95045
H -1.47263 0.79948 1.11542

Results
Spin multiplicity: 2
E_HOMO (spin up / spin down) (eV): 0.94 / -3.16
Total charge: -1
E_LUMO (spin up / spin down) (eV): 3.79 / 3.77

Formally, the Löwdin partial charges of the atoms, in units of the elementary charge, are as follows: -0.1274, -0.1901, -0.2216, -0.1623, -0.3753, -0.1953, -0.1499, 0.0397, 0.0574, 0.0823, 0.0680, 0.0597, 0.0529, 0.0408, 0.0570, -0.1708, -0.1680, 0.0480, 0.0485, 0.0512, 0.0587, 0.0475, 0.0490



*b*
Density functional theory data (the ωB97M-V functional and the def2-TZVPD basis) for a cluster of 2 separate species, C9H14 in total.

Element x y z (Å)
C 0.77326 -2.22067 2.73514
C -0.63792 -1.66462 2.97645
H 1.31950 -1.60404 2.03225
H 1.30345 -2.34470 3.68652
H 0.74038 -3.19720 2.26445
H -0.72183 -0.61789 2.71440
H -0.96122 -1.74765 4.01816
H -1.39806 -2.20504 2.41719
C 1.94576 -0.18051 -2.09886
C -1.55679 0.05721 -0.70218
C -0.41396 -0.44202 -1.28329
C -1.63780 1.36508 -0.19926
C 0.71348 0.39116 -1.49237
C -0.44039 2.16446 -0.30696
C 0.68284 1.69139 -0.93095
H -2.39436 -0.62527 -0.51475
H -0.46536 -1.45708 -1.65445
H -2.56168 1.92544 -0.09885
H -0.45323 3.21385 -0.02973
H 2.69588 0.57654 -2.36446
H 1.75576 -0.72696 -3.03195
H 1.60614 2.26556 -1.00730
H 2.49283 -0.89425 -1.44226

Results
Spin multiplicity: 2
E_HOMO (spin up / spin down) (eV): 0.94 / -3.42
Total charge: -1
E_LUMO (spin up / spin down) (eV): 4.06 / 3.85

Formally, the Löwdin partial charges of the atoms, in units of the elementary charge, are as follows: -0.1881, -0.1752, 0.0516, 0.0505, 0.0431, 0.0523, 0.0471, 0.0503, -0.1582, -0.2006, -0.1423, -0.1952, -0.3622, -0.1957, -0.1485, 0.0740, 0.0658, 0.0426, 0.0589, 0.0530, 0.0553, 0.0788, 0.0429



It is *b* that is most stable; the runner-up trails by 11.5 kJ/mol.



*a*
Density functional theory data (the ωB97M-V functional and the def2-TZVPD basis) for a cluster of 5 separate species, C8H24IO8 in total.

Element x y z (Å)
I 1.43514 -2.18086 -1.45127
C 3.11130 3.22086 -2.82711
C 2.62180 1.86931 -2.16026
O 3.20485 0.76217 -2.87089
O 3.08101 3.09432 -4.20650
H 4.12350 3.47555 -2.51297
H 2.51785 4.09778 -2.56835
H 1.56408 1.69485 -1.96301
H 2.91579 1.81813 -1.11190
H 2.74520 -0.00712 -2.52665
H 3.08497 2.13805 -4.29107
C -2.40634 1.10118 -1.31564
C -2.41140 -0.24963 -2.09256
O -1.29289 -0.19550 -3.00081
O -1.42241 1.16503 -0.33032
H -3.32215 1.33699 -0.77362
H -2.13518 1.89238 -2.01462
H -3.27294 -0.23483 -2.76012
H -2.42547 -1.14212 -1.46698
H -0.47357 -0.36785 -2.53113
H -1.56149 0.55780 0.40010
C -2.53556 -2.06243 1.86340
C -1.40394 -2.59826 0.98100
O -1.75643 -3.41070 -0.06190
O -3.45836 -1.34372 1.03447
H -2.10728 -1.41152 2.62563
H -3.17953 -2.79337 2.35238
H -0.70900 -3.10913 1.64745
H -0.90338 -1.74484 0.52359
H -1.07389 -3.39101 -0.73670
H -3.90806 -0.65512 1.52963
C 1.02919 -0.85574 3.05916
C 0.94601 0.33751 4.00693
O 2.14433 1.10932 4.20978
O 0.44805 -0.59023 1.82881
H 0.64539 -1.82270 3.38440
H 2.09314 -0.90437 2.82728
H 0.82760 -0.06578 5.01261
H 0.03139 0.88120 3.77035
H 2.26154 1.60869 3.39831
H 0.92713 -1.02430 1.11912

Results
E_HOMO (eV): -5.08
Total charge: -1
E_LUMO (eV): 2.66

Formally, the Löwdin partial charges of the atoms, in units of the elementary charge, are as follows: -0.0461, -0.2510, -0.2105, -0.1245, -0.0714, 0.1008, 0.1064, 0.1050, 0.1012, -0.0773, 0.0608, -0.2546, -0.2033, -0.1266, -0.0858, 0.1020, 0.1153, 0.1081, 0.0959, -0.0488, 0.0555, -0.2077, -0.3327, -0.0828, -0.0797, 0.1056, 0.1096, 0.1132, 0.0371, -0.0111, 0.0785, -0.2549, -0.2321, -0.0687, -0.1351, 0.1145, 0.1241, 0.1084, 0.1177, 0.0796, -0.0345



*b*
Density functional theory data (the ωB97M-V functional and the def2-TZVPD basis) for a cluster of 5 separate species, C8H24IO8 in total.

Element x y z (Å)
I -0.23458 7.70291 -15.62432
C 1.18526 9.99547 -12.36904
C 0.12631 10.93456 -12.99301
O -1.13039 10.30569 -13.27002
O 0.89952 9.71368 -11.02001
H 2.18178 10.40452 -12.53382
H 1.16782 9.05051 -12.92278
H 0.52974 11.34670 -13.92520
H -0.05045 11.83142 -12.39800
H -0.92913 9.60687 -13.91360
H -0.02804 9.49351 -10.90901
C 3.52843 7.00921 -13.86559
C 3.96325 6.62938 -15.27055
O 5.00924 7.44544 -15.78142
O 2.22362 6.52843 -13.56712
H 3.61897 8.08802 -13.69020
H 4.18977 6.59128 -13.10118
H 3.08658 6.75764 -15.91478
H 4.20979 5.56987 -15.31519
H 4.74775 8.36956 -15.74933
H 1.68887 6.85347 -14.31637
C 3.44214 10.46010 -19.12276
C 2.67373 9.30953 -18.54164
O 2.56227 9.33610 -17.13717
O 2.83892 11.73177 -18.87002
H 3.60998 10.31804 -20.18918
H 4.44533 10.48289 -18.68170
H 3.28154 8.43275 -18.81101
H 1.69490 9.17822 -19.00978
H 1.80268 8.76927 -16.92320
H 2.63862 11.78062 -17.93049
C -2.36216 8.28922 -20.89123
C -1.32046 8.35633 -19.79538
O -1.48142 7.26613 -18.92021
O -3.68347 8.59424 -20.47158
H -2.27484 7.29540 -21.35450
H -2.20483 8.91704 -21.77086
H -1.55159 9.27470 -19.24570
H -0.34377 8.34356 -20.28693
H -0.98625 7.43962 -18.10246
H -3.82142 8.19946 -19.60334

Results
E_HOMO (eV): -5.51
Total charge: -1
E_LUMO (eV): 2.88

Formally, the Löwdin partial charges of the atoms, in units of the elementary charge, are as follows: 0.2516, -0.2519, -0.2537, -0.1305, -0.0708, 0.1138, 0.0784, 0.1054, 0.1099, -0.0926, 0.0823, -0.2702, -0.2489, -0.0789, -0.1437, 0.1065, 0.1140, 0.0882, 0.1212, 0.0686, -0.1361, -0.2481, -0.2701, -0.1191, -0.0724, 0.1170, 0.1141, 0.1196, 0.1104, -0.0813, 0.0764, -0.2699, -0.2784, -0.1251, -0.0703, 0.1121, 0.1140, 0.1258, 0.1081, -0.1083, 0.0826



It is *b* that is most stable; the runner-up trails by 105.7 kJ/mol.



*a*
Density functional theory data (the ωB97M-V functional and the def2-TZVPD basis) for the ion C5H11N2 with charge +1.

Element x y z (Å)
C 0.61695 -0.99352 -2.07680
C -0.04047 0.11362 -1.22637
N -1.45996 -0.18992 -0.82598
C 0.27061 0.00193 0.17358
N 0.39176 0.50124 1.34508
C 0.30876 1.57855 2.26607
C 0.42414 -0.94617 1.38006
H 0.21272 -1.92809 -1.61708
H 1.62673 -0.89820 -2.35751
H 0.18553 -0.82889 -3.11526
H 0.02540 1.17729 -1.78389
H -1.96014 0.58630 -0.32195
H -2.10476 -0.71068 -1.44679
H 1.29233 1.66168 2.67512
H 0.07520 2.47598 1.59656
H -0.38518 1.37402 2.98509
H -0.61089 -1.33850 1.73221
H 1.39763 -1.44096 1.57926

Results
E_HOMO (spin up / spin down) (eV): -14.31 / -14.31
Total charge: +1
E_LUMO (spin up / spin down) (eV): -3.51 / -3.51
Structure (SMILES): C[C@@H](N)C1=[N+](C)C1

Formally, the Löwdin partial charges of the atoms, in units of the elementary charge, are as follows: -0.0207, -0.3328, 0.0622, -0.1104, -0.0475, 0.0365, 0.0578, 0.1084, 0.0697, 0.1120, 0.1961, 0.1304, 0.1285, 0.1050, 0.1449, 0.0751, 0.1541, 0.1306



*b*
Density functional theory data (the ωB97M-V functional and the def2-TZVPD basis) for the ion C5H11N2 with charge +1.

Element x y z (Å)
C -1.95636 0.49919 -0.67952
C -0.83022 0.51002 0.41223
C -0.31322 -0.89093 0.81255
N 0.71196 -1.19656 -0.31781
C 1.35702 0.03552 -0.70304
C 1.59583 1.07997 0.31213
N 0.24623 1.25937 -0.14498
H -2.79257 -0.09426 -0.31653
H -1.49016 0.04472 -1.47322
H -2.32354 1.53176 -0.84930
H -1.29747 0.89159 1.31035
H 0.11179 -0.90258 1.77492
H -0.87416 -1.76589 1.05446
H 1.49956 -1.79481 -0.14309
H 0.18965 -1.72525 -1.00425
H 1.96841 -0.03345 -1.56476
H 1.71733 0.83576 1.42827
H 2.47994 1.71583 0.09159

Results
E_HOMO (eV): -14.17
Total charge: +1
E_LUMO (eV): -3.52
Structure (SMILES): C[C@H]1C[NH2+][C@@H]2CN12

Formally, the Löwdin partial charges of the atoms, in units of the elementary charge, are as follows: -0.0097, -0.3579, -0.0198, 0.1077, -0.0780, -0.1417, 0.0683, 0.0880, 0.0396, 0.1084, 0.1545, 0.1096, 0.1318, 0.1821, 0.1821, 0.1441, 0.1499, 0.1409



It is *b* that is most stable; the runner-up trails by 18.4 kJ/mol.